Here is C4H11NP as an isolated structure in a non-equilibrium geometry from OMol25. Energies are from wB97M-V/def2-TZVPD.

The geometry in XYZ format:
```
17
Properties=species:S:1:pos:R:3
C 0.215 0.401 -1.245
C -0.498 -0.247 -0.187
C -0.284 -1.536 0.413
C 1.870 0.965 0.516
N 0.488 0.864 0.078
P -2.669 0.430 0.185
H 1.173 -0.129 -1.654
H -0.381 0.949 -1.990
H 0.683 -1.692 0.760
H -0.479 -2.261 -0.419
H -0.903 -1.927 1.205
H 1.951 1.240 1.646
H 2.596 0.174 0.263
H 2.338 1.749 -0.148
H -0.040 1.763 0.299
H -2.636 -0.551 1.076
H -3.424 -0.190 -0.797
```

Computed properties:
energy relative to the best compared isomer or geometry (same formula, charge and spin) = 324.18 kJ/mol
HOMO-LUMO gap = 9.7 eV
E_HOMO = -13.79 eV
total charge = +1

=====

Here is a 2-piece molecular cluster, C10H22N6O5 overall in a non-equilibrium geometry from OMol25. Energies are from wB97M-V/def2-TZVPD.

The geometry in XYZ format:
```
43
Properties=species:S:1:pos:R:3
H 6.464 -2.040 0.988
N 5.546 -1.691 1.336
C 4.836 -1.372 0.345
N 5.212 -1.694 -0.934
N 3.488 -1.022 0.398
C 3.006 0.094 -0.372
C 1.732 0.661 0.193
C 1.300 1.885 -0.597
C -0.206 1.979 -0.415
N -0.770 2.940 -1.449
C -0.469 2.435 1.006
O -0.592 3.600 1.327
O -0.633 1.447 1.917
H 4.406 -2.036 -1.555
H 6.057 -2.264 -1.027
H 3.146 -0.979 1.358
H 3.737 0.830 -0.428
H 2.796 -0.195 -1.374
H 0.996 -0.115 0.044
H 1.818 0.833 1.297
H 1.843 2.839 -0.268
H 1.520 1.715 -1.608
H -0.630 1.039 -0.461
H -1.555 3.341 -1.056
H -0.147 3.631 -1.528
H -0.963 1.855 2.693
N -0.902 -1.865 -0.607
C -1.628 -1.870 0.558
O -1.697 -2.850 1.304
C -2.436 -0.609 0.782
C -3.499 -0.403 -0.324
N -4.022 0.977 -0.289
C -4.633 -1.444 -0.069
O -5.695 -1.208 0.469
O -4.332 -2.732 -0.485
H -0.282 -2.619 -0.770
H -0.642 -0.962 -1.062
H -1.826 0.237 0.814
H -2.960 -0.698 1.743
H -3.078 -0.612 -1.326
H -4.768 1.026 -0.979
H -4.470 1.149 0.648
H -5.070 -3.232 -0.234
```

Computed properties:
HOMO-LUMO gap = 9.5 eV
E_HOMO = -9.09 eV
total charge = 0
structure (SMILES) = [H]/N=C(\N)NCCC[C@H](N)C(=O)O.NC(=O)C[C@H](N)C(=O)O